1.
Density functional theory data (ωB97M-V/def2-TZVPD) for 7 unconnected molecules or ions with the total composition C20H57N7O7.

SMILES: COC[C@H](C)N.COC[C@H](C)N.COC[C@H](C)N.NC(N)=O.NC(N)=O.CC(C)O.CC(C)O
Orbital gap: 0.35658 hartree
Spin multiplicity: 1
E_HOMO: -0.340 Eh

Positions of all 91 atoms, in Å:
O1 -17.374 -4.089 -8.226
O2 -18.237 -7.840 -11.395
O3 -20.388 -6.139 -13.921
O4 -13.377 -9.447 -11.592
O5 -24.461 -5.171 -9.916
O6 -14.079 -6.778 -12.536
O7 -15.890 -10.006 -14.933
N1 -16.799 -6.341 -10.344
N2 -12.732 -9.396 -14.473
N3 -16.616 -8.095 -14.021
N4 -21.616 -7.342 -10.775
N5 -18.051 -3.647 -12.269
N6 -17.369 -10.128 -13.146
N7 -18.932 -6.732 -9.526
C1 -12.634 -4.946 -12.144
C2 -18.032 -6.979 -10.492
C3 -22.821 -6.522 -11.033
C4 -15.739 -4.205 -6.481
C5 -14.253 -9.580 -10.494
C6 -12.880 -6.139 -13.052
C7 -19.290 -4.475 -12.403
C8 -16.629 -9.469 -14.107
C9 -13.095 -5.842 -14.517
C10 -10.901 -9.669 -12.958
C11 -18.085 -3.345 -6.001
C12 -19.177 -5.396 -13.646
C13 -20.522 -3.570 -12.644
C14 -23.709 -3.939 -9.893
C15 -23.636 -6.288 -9.774
C16 -23.709 -7.211 -12.127
C17 -20.127 -6.922 -15.098
C18 -12.192 -10.278 -13.471
C19 -17.223 -4.327 -6.799
C20 -13.020 -10.653 -12.284
H1 -22.370 -5.670 -11.414
H2 -16.922 -7.552 -13.189
H3 -23.250 -7.373 -13.092
H4 -16.004 -6.676 -10.940
H5 -11.935 -11.220 -13.935
H6 -18.341 -6.092 -13.567
H7 -17.865 -2.314 -6.181
H8 -15.124 -4.557 -7.335
H9 -18.213 -9.690 -12.731
H10 -16.858 -3.406 -8.608
H11 -17.898 -3.483 -4.940
H12 -20.994 -3.183 -11.643
H13 -20.105 -6.252 -16.038
H14 -11.047 -8.661 -12.499
H15 -11.848 -4.307 -12.496
H16 -13.968 -7.759 -12.427
H17 -24.425 -3.129 -9.843
H18 -13.160 -8.626 -14.053
H19 -12.393 -11.276 -11.589
H20 -23.929 -8.138 -11.621
H21 -14.169 -8.578 -9.929
H22 -17.305 -4.324 -12.115
H23 -10.166 -9.548 -13.772
H24 -20.958 -7.328 -11.587
H25 -13.904 -11.182 -12.650
H26 -18.926 -4.784 -14.505
H27 -22.989 -3.880 -9.059
H28 -12.157 -5.309 -14.957
H29 -20.986 -7.589 -15.035
H30 -13.157 -6.751 -15.127
H31 -12.309 -5.185 -11.098
H32 -21.290 -4.130 -13.164
H33 -19.854 -7.017 -9.725
H34 -15.547 -4.825 -5.604
H35 -24.666 -6.618 -12.142
H36 -10.379 -10.197 -12.173
H37 -13.550 -9.835 -14.903
H38 -17.520 -11.116 -13.276
H39 -17.919 -3.146 -13.161
H40 -19.226 -7.489 -15.071
H41 -15.363 -3.240 -6.131
H42 -13.962 -5.173 -14.672
H43 -19.440 -4.959 -11.440
H44 -19.095 -3.545 -6.224
H45 -18.808 -5.973 -8.861
H46 -23.169 -3.780 -10.855
H47 -20.210 -2.723 -13.230
H48 -13.472 -4.289 -12.095
H49 -22.881 -6.082 -9.089
H50 -16.640 -5.526 -9.827
H51 -24.232 -7.249 -9.514
H52 -15.262 -9.886 -10.755
H53 -15.774 -7.640 -14.325
H54 -12.026 -6.861 -12.959
H55 -17.577 -5.353 -6.678
H56 -21.924 -8.304 -10.739
H57 -13.898 -10.343 -9.868

Force components x, y, z for each atom (eV/Å):
-1.697 -1.773 0.284
0.397 1.753 1.291
1.990 0.433 -0.143
-0.161 0.054 -0.744
-0.145 0.993 0.340
-0.062 -0.919 0.012
-0.717 -0.427 0.574
0.400 -2.297 -2.397
-0.644 -1.612 -1.174
-0.588 1.509 1.170
0.326 -0.372 -0.257
-0.935 -0.589 -0.325
-1.347 0.110 0.091
0.875 0.904 0.609
0.945 -0.105 0.668
1.307 -1.212 -0.682
-0.017 -2.720 -1.690
0.461 -0.808 0.581
0.382 1.904 0.243
0.087 -1.181 0.907
-0.434 0.982 -0.867
1.246 0.443 0.230
1.689 1.396 -1.098
1.163 1.444 -0.150
1.133 -1.010 0.304
-0.404 -0.381 1.001
-0.345 0.219 2.366
-0.139 -0.436 -0.952
-0.435 -1.412 -1.430
-0.701 1.595 1.883
-1.934 1.298 -0.350
1.628 0.134 0.583
0.894 1.838 -1.082
-0.501 0.200 0.889
0.195 2.263 -0.554
-0.281 -1.493 -0.481
0.089 0.178 -0.150
-1.310 0.543 0.701
0.054 -0.343 -0.389
-0.037 -0.126 0.328
0.303 0.617 -0.553
-0.318 0.092 0.626
1.297 0.112 -0.339
0.852 1.243 0.110
-0.156 -0.248 0.260
1.041 -0.587 -1.816
-0.239 -1.028 1.282
-0.176 -0.613 -0.541
0.682 0.198 -0.572
0.277 1.021 -0.023
-0.211 0.048 0.305
-0.427 1.721 1.027
-0.730 0.207 -0.583
-0.376 -0.783 -0.344
-0.596 -1.588 -0.867
0.235 0.426 -0.255
-0.403 0.045 0.189
-0.835 0.244 0.662
-0.254 -0.118 0.413
-0.158 0.527 -0.386
-0.295 -0.185 -0.145
-1.527 -0.669 0.822
0.074 -0.224 -0.987
-0.337 0.147 0.307
-0.579 -0.299 -0.896
-0.152 0.002 -0.132
-1.520 -0.393 -0.219
0.272 -0.376 -0.092
0.801 -0.654 -0.561
-0.138 -0.692 0.221
0.252 -0.135 -0.192
0.332 0.007 -0.400
0.258 -0.433 0.623
0.900 -0.358 0.331
-0.482 0.338 -0.529
0.311 -0.410 0.022
0.148 -0.593 -0.247
-1.382 -0.050 -0.101
0.192 -0.228 -0.440
-0.131 -0.254 0.622
-0.088 0.464 -0.319
-1.000 0.227 0.076
1.066 0.090 2.123
-0.236 1.079 1.083
0.754 1.790 -0.248
-0.348 0.498 -0.354
0.286 -0.388 -0.676
-0.633 0.613 -0.039
0.094 0.074 0.126
0.156 -0.389 0.238
0.711 -1.112 1.246


2.
Density functional theory data (ωB97M-V/def2-TZVPD) for 8 unconnected molecules or ions with the total composition C20H57NO12.

SMILES: COCCNCCOC.OCCO.OCCO.OCCO.CCO.CCO.CCO.CCO
Orbital gap: 0.33129 hartree
Spin multiplicity: 1
E_HOMO: -0.318 Eh

Positions of all 90 atoms, in Å:
O1 4.569 -1.195 1.931
O2 -0.095 -4.120 0.080
O3 6.170 3.196 2.411
O4 3.421 1.268 3.366
O5 -3.366 0.083 -3.061
O6 -4.283 -5.664 1.016
O7 1.915 4.765 1.353
O8 -3.003 2.402 -1.253
O9 0.389 -1.688 -0.473
O10 -0.636 4.253 -1.400
O11 1.535 2.873 -0.569
O12 2.843 -2.564 3.688
N1 -4.039 -2.946 -1.240
C1 -3.801 -3.628 0.092
C2 2.271 1.681 -0.379
C3 0.926 -2.590 -1.367
C4 -2.103 0.136 -3.733
C5 -0.090 4.917 -2.448
C6 -3.339 -1.695 -1.384
C7 2.240 0.756 -1.475
C8 -3.851 -1.151 -2.684
C9 4.043 2.391 2.916
C10 0.003 3.621 2.224
C11 0.065 3.897 -3.512
C12 -1.377 1.102 -0.437
C13 2.778 -2.688 2.317
C14 5.405 2.003 2.534
C15 -2.483 1.985 -0.054
C16 0.102 -3.778 -1.266
C17 1.160 4.485 2.564
C18 -5.026 -6.833 1.196
C19 3.203 -1.432 1.718
C20 -4.686 -4.815 0.286
H1 2.504 1.266 -2.424
H2 2.735 -0.529 2.189
H3 1.874 1.172 0.447
H4 5.992 3.807 3.106
H5 5.874 1.400 3.340
H6 1.301 0.266 -1.691
H7 1.746 3.516 0.156
H8 3.797 -2.722 3.928
H9 3.584 1.138 4.273
H10 -1.232 -0.083 -3.147
H11 -0.576 5.848 -2.629
H12 1.800 3.908 3.272
H13 -6.069 -6.659 1.574
H14 -3.731 -1.898 -3.524
H15 2.972 -0.013 -1.323
H16 0.944 -2.202 -2.412
H17 0.150 2.629 2.088
H18 -0.041 3.560 -1.105
H19 -4.495 -7.607 1.844
H20 1.694 -2.784 1.995
H21 -3.571 -3.539 -1.929
H22 -0.662 -4.930 -0.144
H23 0.618 -4.551 -1.803
H24 -2.122 -0.631 -4.495
H25 -0.524 3.882 1.312
H26 -0.918 -3.597 -1.818
H27 5.447 1.342 1.668
H28 -3.254 1.528 -1.695
H29 -5.576 -4.421 0.620
H30 0.843 5.397 2.955
H31 -3.222 1.402 0.553
H32 4.014 3.171 3.608
H33 -0.756 3.190 -3.602
H34 -0.522 1.479 -1.025
H35 -4.147 -2.989 0.949
H36 0.878 3.234 -3.178
H37 0.927 5.161 -2.174
H38 1.868 -2.742 -1.077
H39 -4.869 -0.956 -2.791
H40 2.939 -1.521 0.645
H41 -1.953 1.045 -4.262
H42 3.522 2.757 2.129
H43 -0.021 -2.225 0.154
H44 -2.795 -3.973 0.389
H45 -2.200 2.749 0.607
H46 -0.855 0.868 0.473
H47 2.169 5.697 1.403
H48 0.227 4.419 -4.495
H49 -4.989 -5.249 -0.662
H50 -1.724 0.099 -0.793
H51 -3.508 -1.053 -0.524
H52 3.288 1.978 -0.118
H53 -2.275 -1.790 -1.566
H54 -0.686 3.605 3.030
H55 3.168 -3.610 1.718
H56 -5.076 -7.475 0.273
H57 4.650 -0.803 2.775

Force components x, y, z for each atom (eV/Å):
1.248 -0.894 -1.770
-1.652 -2.557 -0.855
0.993 -0.713 -2.069
-2.297 -1.776 -0.476
1.902 2.047 -0.402
6.037 -10.099 9.310
0.099 0.431 0.824
-2.312 -0.479 -1.748
0.348 3.150 -0.969
-2.150 0.099 2.699
-0.066 0.602 -0.004
1.997 -1.452 1.620
1.102 -1.908 1.860
-0.099 1.181 0.707
0.475 1.766 1.549
-2.387 1.695 -1.783
-0.772 -1.458 -0.313
1.642 -0.769 0.126
-0.401 0.245 -0.607
0.191 -0.312 -3.431
0.249 -0.491 -1.710
1.138 -1.217 0.486
-1.406 1.838 -0.381
0.403 0.003 -2.289
2.084 -2.236 1.147
-2.762 -1.445 -2.435
1.972 0.646 1.228
-0.677 -1.637 -0.198
-1.616 -0.491 -2.524
1.364 -2.042 -1.025
-0.107 -2.314 0.118
-0.269 1.774 -0.923
-4.531 7.094 -9.001
0.110 -0.177 0.341
-0.557 -1.076 -0.656
-0.569 -0.758 1.722
-0.377 0.341 0.856
-0.374 0.053 -0.061
-0.448 0.026 0.422
-0.145 -0.509 -0.782
-1.464 0.235 -0.124
0.268 -0.262 1.687
0.341 0.089 0.931
-0.900 0.403 -0.488
-0.219 0.784 -0.235
0.900 0.077 -0.274
0.554 0.297 0.714
0.440 -0.495 0.139
-0.162 -0.096 0.642
1.528 -3.234 -0.414
0.365 -0.190 -0.028
-0.479 1.722 -0.152
0.726 0.128 0.837
-0.612 -0.291 0.086
0.961 1.379 1.851
0.110 -0.889 -0.339
-0.026 -0.440 -0.475
-0.056 0.793 -0.030
1.551 -0.252 1.025
0.062 0.617 -0.385
0.270 1.850 0.244
-2.974 1.331 0.803
-0.480 1.463 0.942
0.209 0.124 -0.301
0.330 1.387 1.625
-0.639 0.477 -0.005
-1.070 0.261 -0.320
0.757 0.277 -1.053
0.223 0.406 -0.608
0.709 0.761 0.003
4.137 -1.118 0.853
-2.181 -0.229 1.003
0.574 0.612 0.278
-0.271 1.092 0.019
-1.635 1.012 -2.785
-1.277 -0.937 2.119
0.249 0.502 -0.719
0.477 1.624 0.330
0.488 -0.639 0.867
0.091 -0.405 -0.346
0.314 -0.962 0.586
0.038 0.026 -1.452
0.384 1.132 -0.069
-0.157 0.186 -0.045
0.314 -0.219 -0.137
0.642 -0.188 0.607
-0.922 0.434 0.899
0.307 1.228 1.749
-0.285 1.133 0.060
0.106 0.823 1.282


Question: What is the orbital gap in the first record?
Answer: 0.35658 hartree


Question: What is the formula in the second record?
Answer: C20H57NO12


Question: Which value of spin multiplicity does entry 1 give?
Answer: 1


Question: Among the records above, which one has the highest orbital gap?
Answer: C20H57N7O7